{"formula": "C59H42N7O3P2V", "method": "wB97M-V/def2-TZVPD", "elements": ["V", "C", "O", "C", "C", "C", "C", "C", "C", "C", "N", "C", "C", "N", "C", "C", "C", "C", "N", "C", "C", "N", "C", "C", "C", "C", "H", "H", "H", "H", "H", "H", "H", "H", "H", "H", "H", "H", "H", "H", "O", "C", "C", "C", "C", "C", "C", "P", "C", "C", "C", "C", "C", "C", "C", "C", "C", "C", "C", "C", "C", "C", "C", "C", "C", "C", "P", "C", "C", "C", "C", "C", "C", "C", "C", "C", "C", "C", "C", "H", "H", "H", "H", "H", "H", "H", "H", "H", "H", "H", "H", "H", "H", "H", "H", "H", "H", "H", "H", "H", "H", "H", "H", "H", "H", "H", "H", "O", "N", "C", "C", "N", "C", "N"], "positions_angstrom": [[-0.51084, 0.01940, -1.74858], [7.72979, -0.20016, 9.38930], [8.03337, 0.58318, 8.26178], [7.30988, 0.35347, 7.15493], [6.29426, -0.61159, 7.03939], [5.59132, -0.71831, 5.82541], [5.86029, 0.15341, 4.75283], [6.90880, 1.04549, 4.90397], [7.65437, 1.12425, 6.07093], [4.96124, 0.19524, 3.59245], [5.17298, 0.37231, 2.31666], [3.93846, 0.35106, 1.70680], [2.92620, 0.26585, 2.69877], [3.58450, 0.19202, 3.86881], [1.53637, 0.07058, 2.39604], [0.57055, 0.07981, 3.35619], [-0.74430, -0.23905, 3.00702], [-1.01764, -0.33092, 1.61535], [-0.12269, -0.18420, 0.65329], [1.15348, 0.01168, 1.01856], [2.16355, 0.16428, -0.01427], [1.68752, 0.14727, -1.30305], [2.56677, 0.20457, -2.28695], [3.89565, 0.43922, -2.06703], [4.41632, 0.44173, -0.77482], [3.53037, 0.29783, 0.29256], [8.34495, 0.20980, 10.18550], [7.94696, -1.28642, 9.23836], [6.68198, -0.15221, 9.71654], [6.06685, -1.29075, 7.87694], [4.74038, -1.40935, 5.70115], [7.09954, 1.73688, 4.05977], [8.46141, 1.80239, 6.09291], [3.16395, 0.18130, 4.76578], [0.86307, 0.26966, 4.38898], [-1.60746, -0.27357, 3.71052], [-2.03539, -0.57874, 1.28069], [2.18215, 0.03704, -3.27779], [4.57617, 0.49375, -2.90355], [5.47127, 0.62542, -0.59554], [-3.43796, 0.04625, -1.33802], [-4.11349, -1.16922, -1.39800], [-5.47253, -1.15647, -1.56600], [-6.14654, -2.36863, -1.76273], [-5.41409, -3.54687, -1.68645], [-4.02526, -3.54761, -1.42702], [-3.33875, -2.32511, -1.37805], [-1.51699, -2.28242, -1.38533], [-1.03627, -3.21656, 0.07853], [0.20996, -3.81717, 0.11762], [0.66299, -4.36148, 1.29827], [-0.13603, -4.34800, 2.45527], [-1.40568, -3.82250, 2.39060], [-1.86246, -3.24772, 1.19821], [-0.87780, -3.19699, -2.85309], [-1.58093, -4.10492, -3.61764], [-0.96381, -4.85707, -4.62629], [0.41576, -4.73036, -4.86288], [1.12905, -3.77217, -4.15666], [0.47074, -3.01566, -3.19522], [-3.56476, 0.82472, -0.24266], [-4.28547, 0.53026, 0.92141], [-4.36291, 1.49425, 1.94232], [-3.70090, 2.69079, 1.83793], [-2.93013, 2.97401, 0.72867], [-2.86175, 2.05484, -0.28620], [-1.83377, 2.27333, -1.72850], [-0.64330, 3.61276, -1.32992], [0.40019, 3.33886, -0.41809], [1.42865, 4.24104, -0.26603], [1.38931, 5.45674, -0.91598], [0.33445, 5.76400, -1.74969], [-0.65442, 4.79958, -2.03237], [-2.98942, 2.89731, -3.00584], [-3.91848, 3.78729, -2.51965], [-4.97669, 4.24536, -3.33172], [-4.97067, 3.90356, -4.67962], [-4.06691, 3.01982, -5.23425], [-3.09317, 2.46728, -4.37368], [-6.05760, -0.22488, -1.54739], [-7.21841, -2.31441, -1.86257], [-5.88592, -4.50545, -1.66492], [-3.47173, -4.45586, -1.31606], [0.86928, -3.74795, -0.77552], [1.64981, -4.80651, 1.36687], [0.30220, -4.68824, 3.36444], [-2.04272, -3.87468, 3.27001], [-2.85555, -2.78870, 1.22063], [-2.66520, -4.19043, -3.49656], [-1.60579, -5.53157, -5.20117], [0.86619, -5.33176, -5.61135], [2.16527, -3.45998, -4.33862], [1.03467, -2.28589, -2.61696], [-4.81285, -0.39695, 0.90709], [-4.91076, 1.36697, 2.83460], [-3.78058, 3.46846, 2.55716], [-2.33176, 3.89325, 0.72549], [0.42645, 2.39649, 0.10952], [2.29659, 3.91358, 0.31484], [2.23629, 6.11292, -0.86714], [0.34138, 6.69048, -2.32779], [-1.38546, 4.93609, -2.81597], [-3.86155, 4.12247, -1.50559], [-5.66092, 4.95209, -2.92669], [-5.78879, 4.22450, -5.33718], [-4.08325, 2.78455, -6.29152], [-1.48030, 1.15019, -4.23707], [-0.26339, 0.08492, -3.26034], [-2.32323, 1.39571, -4.74321], [-2.48326, 0.46440, -5.71077], [-1.58568, -0.63234, -5.83165], [-0.89360, -1.53221, -6.00151], [-3.61688, 0.42503, -6.56714], [-4.42911, 0.25701, -7.38383]], "multiplicity": 4, "gap_ev": [6.38, 7.11], "s2": 3.790, "e_homo_ev": [-9.24, -10.17], "total_charge": 1, "fmax_ev_per_a": 4.2}